{"formula": "C47H101N5O6S", "method": "wB97M-V/def2-TZVPD", "species": ["C", "S", "O", "C", "H", "H", "H", "H", "H", "H", "C", "C", "C", "C", "C", "C", "N", "O", "C", "C", "C", "H", "H", "H", "H", "H", "H", "H", "H", "H", "H", "H", "H", "H", "H", "H", "H", "H", "H", "H", "C", "C", "C", "C", "C", "C", "N", "O", "C", "C", "C", "H", "H", "H", "H", "H", "H", "H", "H", "H", "H", "H", "H", "H", "H", "H", "H", "H", "H", "H", "C", "C", "C", "C", "C", "C", "N", "O", "C", "C", "C", "H", "H", "H", "H", "H", "H", "H", "H", "H", "H", "H", "H", "H", "H", "H", "H", "H", "H", "H", "C", "C", "C", "C", "C", "C", "N", "O", "C", "C", "C", "H", "H", "H", "H", "H", "H", "H", "H", "H", "H", "H", "H", "H", "H", "H", "H", "H", "H", "H", "C", "C", "C", "C", "C", "C", "N", "O", "C", "C", "C", "H", "H", "H", "H", "H", "H", "H", "H", "H", "H", "H", "H", "H", "H", "H", "H", "H", "H", "H"], "coordinates": [[-1.5543, 0.5196, -0.3122], [0.2113, 0.7549, -0.7434], [1.0375, -0.4185, -0.2955], [0.0376, 0.5282, -2.5290], [-1.9843, -0.4099, -0.6866], [-2.0630, 1.2499, -0.9538], [-1.7531, 0.8314, 0.7084], [-0.6944, 1.2268, -2.9506], [-0.1028, -0.5213, -2.7606], [0.8942, 1.0217, -3.0000], [-1.6280, -5.9054, -0.0042], [-1.5148, -4.3986, 0.1467], [-0.3238, -3.7903, -0.5591], [-0.4546, -3.6375, -2.0763], [-1.7249, -2.8384, -2.3831], [-2.9874, -3.4741, -1.7951], [-2.7138, -3.7042, -0.3576], [-3.8611, -4.0254, 0.4042], [-4.1768, -2.5164, -1.8728], [-3.2913, -4.7684, -2.5598], [-1.4565, -4.0838, 1.6616], [-1.4041, -6.2061, -1.0268], [-2.6020, -6.2986, 0.2950], [-0.9754, -6.4168, 0.7103], [-0.0084, -2.8774, -0.0446], [0.5970, -4.3834, -0.4649], [-0.4137, -4.6006, -2.5975], [0.4504, -3.1634, -2.4662], [-1.7597, -2.8685, -3.4763], [-1.4523, -1.8730, -1.9510], [-4.4294, -2.1771, -2.8753], [-5.0530, -3.0308, -1.4716], [-3.9999, -1.6733, -1.2014], [-4.2051, -5.2403, -2.1919], [-3.5506, -4.5056, -3.5940], [-2.5171, -5.5228, -2.6675], [-2.2827, -4.5835, 2.1702], [-1.7018, -3.0256, 1.7868], [-0.5537, -4.3592, 2.2043], [-4.1666, -3.1628, 0.7066], [0.1367, 5.4099, -6.4832], [0.2563, 4.3727, -5.3532], [1.0373, 3.1237, -5.7973], [2.5282, 3.3179, -5.8772], [3.1100, 4.0239, -4.6504], [2.2943, 5.2473, -4.1076], [0.9036, 4.9415, -4.1637], [0.0772, 5.9337, -3.5911], [2.7233, 5.5552, -2.6600], [2.7295, 6.4752, -4.9652], [-1.1658, 3.8664, -5.0528], [-0.6243, 5.0790, -7.2005], [1.0523, 5.3637, -7.0713], [-0.2350, 6.3695, -6.1346], [0.7941, 2.2733, -5.1497], [0.6619, 2.7487, -6.7555], [2.7715, 3.8930, -6.7729], [2.9422, 2.3098, -5.9457], [4.1215, 4.3742, -4.8597], [3.2227, 3.3770, -3.7748], [2.4313, 4.6835, -2.0617], [3.7257, 5.9136, -2.4522], [2.0262, 6.2653, -2.2036], [2.7309, 6.3195, -6.0436], [2.0247, 7.2903, -4.7778], [3.7219, 6.7953, -4.6488], [-1.2691, 3.1734, -4.2197], [-1.5267, 3.3551, -5.9546], [-1.9372, 4.6447, -5.0897], [-0.6115, 5.4362, -3.1380], [-4.5438, 0.3381, 4.7118], [-5.4017, 0.3989, 3.4433], [-4.5101, 0.7450, 2.2371], [-4.9979, 0.4347, 0.7988], [-5.5470, -0.9990, 0.8450], [-6.5453, -1.3603, 1.9045], [-6.0776, -0.8612, 3.1954], [-6.9138, -1.2405, 4.2548], [-7.8900, -0.6493, 1.5986], [-6.6665, -2.8787, 1.8918], [-6.3808, 1.5736, 3.6125], [-3.8115, -0.4724, 4.6760], [-5.1377, 0.2431, 5.6251], [-3.9756, 1.2462, 4.9280], [-4.2735, 1.8128, 2.1579], [-3.5079, 0.3261, 2.3959], [-4.2226, 0.5328, 0.0421], [-5.7202, 1.2202, 0.5622], [-4.6796, -1.6694, 0.7750], [-5.9790, -1.2512, -0.1341], [-8.4507, -1.1161, 0.7820], [-8.5149, -0.6757, 2.4905], [-7.7562, 0.3827, 1.2778], [-5.8647, -3.3938, 2.4159], [-7.5853, -3.1208, 2.4369], [-6.8288, -3.2044, 0.8657], [-7.2178, 1.2676, 4.2433], [-6.7607, 1.9334, 2.6563], [-5.8866, 2.4089, 4.1105], [-6.3556, -1.7132, 4.8828], [-0.3640, -2.1768, 4.7336], [1.1436, -2.0801, 4.9824], [1.9445, -2.7866, 3.8923], [2.2939, -1.9832, 2.6452], [2.8867, -0.6726, 3.0892], [1.8744, 0.1768, 3.9193], [1.5493, -0.6409, 5.0638], [0.8574, 0.0427, 6.0975], [2.5867, 1.4583, 4.3771], [0.7229, 0.5195, 2.9901], [1.4716, -2.7667, 6.3193], [-0.7111, -1.9348, 3.7291], [-0.7689, -3.1648, 4.9652], [-0.8670, -1.4850, 5.4149], [2.8859, -3.1594, 4.2937], [1.3456, -3.5738, 3.4209], [3.0648, -2.4694, 2.0405], [1.5084, -1.7169, 1.9319], [3.3516, 0.0068, 2.3651], [3.7673, -0.8712, 3.7193], [1.9058, 2.3217, 4.4510], [3.1503, 1.8075, 3.5044], [3.0738, 1.5506, 5.3456], [-0.0591, 1.0893, 3.4997], [0.2187, -0.4181, 2.7414], [1.0288, 0.9412, 2.0354], [2.5269, -3.0096, 6.4475], [1.2063, -2.1096, 7.1479], [0.9078, -3.6975, 6.3708], [1.5259, 0.0814, 6.7897], [5.9372, -0.8527, -2.1192], [5.1841, -0.8031, -0.7980], [6.0287, -1.0671, 0.4211], [7.0476, 0.0608, 0.6524], [6.3485, 1.4118, 0.7701], [5.3294, 1.7321, -0.3395], [4.5312, 0.5239, -0.5787], [3.3923, 0.7856, -1.3853], [4.3417, 2.7723, 0.2778], [5.9628, 2.3085, -1.6182], [4.0460, -1.8306, -0.8622], [6.1646, -1.8673, -2.4620], [6.8462, -0.2720, -2.2715], [5.2394, -0.4759, -2.8761], [5.4751, -1.3424, 1.3238], [6.5668, -2.0171, 0.2872], [7.8449, -0.0014, -0.0884], [7.5155, -0.2574, 1.5896], [7.1736, 2.1310, 0.6993], [5.8897, 1.5788, 1.7440], [3.7975, 3.3239, -0.4982], [3.5367, 2.2323, 0.7735], [4.9734, 3.5318, 0.7384], [5.3498, 2.0520, -2.4818], [6.0561, 3.3852, -1.4975], [6.8954, 1.7573, -1.7480], [3.5485, -1.8122, -1.8369], [3.2390, -1.5899, -0.1728], [4.4607, -2.8333, -0.7507], [2.7315, 0.2941, -0.8686]], "mulliken_charge": [-1.00, 0.46, -0.52, -0.70, -0.33, 0.75, 0.37, 0.16, 0.20, 0.34, -1.89, 2.10, -0.57, -1.03, 0.54, 1.54, 1.58, -0.69, -1.38, -2.11, -2.20, 0.31, 0.30, 0.48, -0.45, 0.44, 0.52, 0.49, 0.65, -1.98, 0.54, 0.43, -0.20, 0.37, 0.50, 0.28, 0.45, 0.22, 0.44, 0.11, -2.04, 1.77, -0.85, -0.83, -0.39, 1.30, 0.65, -0.55, -1.73, -1.85, -1.95, 0.50, 0.34, 0.34, 0.09, 0.41, 0.36, 0.40, 0.45, -0.18, 0.27, 0.38, 0.43, 0.33, 0.36, 0.49, 0.24, 0.50, 0.48, 0.35, -2.42, 2.21, -0.92, -1.06, -0.12, 2.45, 0.54, -0.55, -1.96, -1.96, -2.06, 0.55, 0.51, 0.41, 0.49, -0.16, 0.17, 0.45, -1.23, 0.88, 0.43, 0.43, 0.32, 0.34, 0.54, 0.30, 0.37, 0.32, 0.49, 0.34, -1.56, 1.96, -1.74, 1.15, -1.16, 2.38, 0.27, -0.48, -1.82, -1.11, -1.88, -0.14, 0.52, 0.45, 0.40, 0.19, 0.66, -0.82, -0.46, 0.39, 0.40, 0.21, 0.37, 0.48, -0.16, -0.03, 0.42, 0.40, 0.37, 0.35, -1.83, 2.10, -0.99, -0.74, -1.27, 1.34, 1.29, 0.14, -1.15, -1.69, -1.68, 0.43, 0.27, 0.26, 0.04, 0.50, 0.37, 0.47, 0.38, 0.38, -0.10, -0.21, 0.63, 0.15, 0.48, 0.45, 0.38, -0.42, 0.54, -0.22], "homo_energy_ev": -7.7, "charge": 0, "e_lumo_ev": 0.20, "spin_multiplicity": 1, "orbital_gap_ev": 7.8834}



{"formula": "CH2O2P", "method": "wB97M-V/def2-TZVPD", "species": ["C", "O", "O", "P", "H", "H"], "coordinates": [[-0.1054, -0.9078, -0.0809], [0.6570, 1.0067, 1.1300], [-1.0103, -1.6961, 0.0886], [-0.1168, 0.9740, -0.1999], [0.9179, -1.0406, 0.4649], [0.9242, 1.4802, -1.1251]], "mulliken_charge": [0.08, -0.65, -0.52, 0.00, 0.19, -0.10], "homo_energy_ev": -2.6, "charge": -1, "e_lumo_ev": 4.60, "spin_multiplicity": 1, "orbital_gap_ev": 7.2190, "smiles": "O=CP[O-]"}



{"formula": "C41H37FLuN9O5S3", "method": "wB97M-V/def2-TZVPD", "species": ["Lu", "C", "O", "C", "C", "C", "C", "C", "C", "N", "N", "C", "C", "O", "C", "C", "C", "C", "C", "C", "C", "C", "H", "H", "H", "H", "H", "H", "H", "H", "H", "H", "H", "H", "H", "N", "C", "N", "C", "N", "N", "C", "N", "C", "C", "C", "C", "C", "N", "H", "H", "H", "H", "H", "H", "H", "H", "F", "C", "C", "C", "C", "C", "C", "C", "H", "H", "H", "H", "H", "H", "C", "S", "C", "O", "H", "H", "H", "H", "H", "H", "O", "S", "O", "N", "C", "S", "C", "C", "C", "C", "C", "C", "H", "H", "H", "H"], "coordinates": [[1.3747, -0.0436, -0.2362], [4.0229, 1.2330, 1.7860], [2.6511, 1.1748, 1.4408], [1.9034, 2.3609, 1.4848], [2.4238, 3.6135, 1.7271], [1.5812, 4.7204, 1.7771], [0.2202, 4.5728, 1.5796], [-0.3133, 3.3239, 1.3373], [0.5060, 2.1888, 1.2836], [0.0206, 0.8998, 1.1206], [-1.3105, 0.8107, 1.3522], [-1.9200, -0.3658, 1.4536], [-1.4548, -1.6518, 1.0456], [-0.3908, -1.7216, 0.1193], [-2.0896, -2.8028, 1.4981], [-3.2468, -2.7468, 2.2369], [-3.8657, -1.5095, 2.4971], [-5.1124, -1.4323, 3.1491], [-5.6928, -0.2222, 3.4153], [-5.0326, 0.9591, 3.0652], [-3.8116, 0.9103, 2.4360], [-3.2065, -0.3146, 2.1219], [4.1618, 1.5189, 2.8353], [4.5662, 1.9256, 1.1397], [4.4200, 0.2272, 1.6282], [3.4831, 3.7546, 1.8786], [1.9967, 5.6958, 1.9711], [-0.4241, 5.4368, 1.5878], [-1.3711, 3.1827, 1.1810], [-1.6647, -3.7687, 1.2741], [-3.7070, -3.6553, 2.5944], [-5.5977, -2.3542, 3.4365], [-6.6553, -0.1737, 3.9038], [-5.4861, 1.9121, 3.3001], [-3.2902, 1.8189, 2.1809], [1.3085, -1.0498, 3.1038], [2.2555, -1.7690, 2.4816], [3.0157, -2.5506, 3.2446], [3.9820, -3.2182, 2.5993], [4.8088, -3.9742, 3.3478], [4.2035, -3.1713, 1.2935], [3.3774, -2.3877, 0.5846], [2.3757, -1.6394, 1.1473], [3.5414, -2.3450, -0.8363], [4.5067, -3.1562, -1.4680], [4.6142, -3.1553, -2.8319], [3.7557, -2.3201, -3.5699], [2.8551, -1.5310, -2.8871], [2.7164, -1.5145, -1.5574], [1.1953, -1.1608, 4.0944], [0.6956, -0.4447, 2.5671], [4.5506, -4.1510, 4.3019], [5.4606, -4.5712, 2.8715], [5.1323, -3.7663, -0.8375], [5.3350, -3.7805, -3.3376], [3.8020, -2.2945, -4.6470], [2.1860, -0.8653, -3.4253], [-5.2274, -4.3773, -3.1044], [-4.0686, -4.0211, -2.5099], [-3.3113, -4.9902, -1.8779], [-2.1238, -4.6160, -1.2738], [-1.6907, -3.2954, -1.3042], [-0.3632, -2.9019, -0.6959], [-2.4734, -2.3477, -1.9516], [-3.6672, -2.6986, -2.5535], [-3.6580, -6.0124, -1.8592], [-1.5296, -5.3686, -0.7777], [0.0591, -3.7378, -0.1206], [0.3252, -2.6542, -1.5170], [-2.1249, -1.3289, -2.0094], [-4.2741, -1.9650, -3.0614], [3.9980, 2.2379, -3.1990], [2.2849, 2.4107, -2.5072], [2.5105, 4.1427, -1.9853], [2.4390, 1.5990, -1.2451], [4.1088, 2.8931, -4.0554], [4.1077, 1.2027, -3.5091], [4.7366, 2.4648, -2.4391], [2.5263, 4.7607, -2.8782], [3.4322, 4.2362, -1.4210], [1.6613, 4.4254, -1.3711], [-0.7456, 4.6636, -3.4237], [-0.8212, 4.2500, -2.0503], [-0.4001, 5.2195, -1.0801], [0.0336, 2.8291, -1.9126], [-0.7742, 1.8096, -1.8478], [-0.2914, 0.2520, -2.2878], [-2.1686, 2.1402, -1.5361], [-3.1658, 1.3019, -1.0649], [-4.4040, 1.8550, -0.7761], [-4.6553, 3.2024, -0.9865], [-3.6412, 4.0525, -1.4169], [-2.4056, 3.5055, -1.6533], [-2.9735, 0.2585, -0.8829], [-5.1794, 1.2309, -0.3602], [-5.6404, 3.6009, -0.7925], [-3.8090, 5.1105, -1.5427]], "mulliken_charge": [1.52, -1.11, 0.13, -0.03, -0.84, -1.07, -0.89, 0.09, 1.06, 1.00, -0.71, -1.41, 0.78, 1.40, -0.69, -1.24, 0.49, -1.09, -0.63, -0.96, -0.46, 1.63, 0.29, 0.37, 0.28, 0.45, 0.40, 0.35, 0.33, 0.44, 0.42, 0.44, 0.40, 0.47, 0.47, -0.06, 0.31, -0.95, 0.03, -0.37, -0.81, -0.65, 0.76, 1.34, -1.24, -0.50, -1.12, -0.42, 0.18, 0.29, -0.12, 0.26, 0.25, 0.50, 0.43, 0.44, 0.61, -0.35, 0.31, -0.88, -0.40, 0.29, -0.99, 0.67, -0.89, 0.45, 0.46, 0.30, 0.37, -0.33, 0.52, -1.11, 0.70, -0.72, -0.52, 0.44, 0.33, 0.31, 0.44, 0.41, -0.19, -0.75, 1.32, -0.64, -0.10, -0.33, -0.39, 0.49, 0.21, -1.15, -0.70, -0.90, -0.08, 0.65, 0.52, 0.43, 0.51], "homo_energy_ev": [-5.2, -6.6], "charge": 0, "e_lumo_ev": [-0.84, -0.32], "spin_multiplicity": 1, "orbital_gap_ev": [4.3629, 6.2647]}



How do the records compare in ΔE to the lowest compared entry with this formula, charge and spin? In the order shown, they have 2.918; 1.742; 0.746 eV.